[1]
Entry from the Open Molecules 2025 dataset: one molecule with the formula C4H6N2O at a distorted geometry (wB97M-V/def2-TZVPD).

Last column: Mulliken charge in e.
Element x y z (Å)
N -1.81894 -0.23170 -0.26616  -0.619
C -0.42310 -0.16119 -0.07259  0.819
C 0.20802 1.18724 0.12581  -0.634
C 1.40496 0.87670 0.63072  -0.273
C 1.45212 -0.60440 1.01803  -0.439
O 0.38845 -0.84038 -1.16177  -0.526
N 0.12725 -0.90713 1.05191  -0.216
H -2.10493 0.32637 -1.06392  0.265
H -2.15027 -1.18297 -0.39624  0.257
H -0.25107 2.13870 -0.13373  0.318
H 2.24756 1.53870 0.78561  0.405
H 1.04919 -0.25074 -1.55437  0.357
H -0.12925 -1.88921 1.03671  0.286

Results
- Total charge: 0
- Orbital gap: 8.54 eV

***

[2]
Entry from the Open Molecules 2025 dataset: one molecule with the formula C4H6N2O at a distorted geometry (wB97M-V/def2-TZVPD).

Last column: Mulliken charge in e.
Element x y z (Å)
C 0.55694 -2.03554 0.50927  -0.932
C 0.08085 -0.56844 0.23745  0.418
C -0.96196 0.07152 0.76230  -0.286
N -0.93376 1.54146 0.16100  -0.143
C 0.11437 1.41508 -0.72573  0.368
O 0.48330 2.38148 -1.53333  -0.521
N 0.70437 0.21666 -0.72360  -0.627
H -0.07254 -2.73560 1.11738  0.298
H 0.80430 -2.55618 -0.46072  0.255
H 1.46006 -1.68811 1.00361  0.250
H -1.94535 -0.29498 1.31797  0.252
H -1.35700 2.36594 0.64875  0.262
H 1.06642 1.88672 -2.31435  0.407

Results
- SMILES string: Cc1c[nH]c(O)n1
- Total charge: 0
- Orbital gap: 9.05 eV

***

[3]
Entry from the Open Molecules 2025 dataset: a 2-piece molecular cluster, C4H6N2O overall at a distorted geometry (wB97M-V/def2-TZVPD).

Last column: Mulliken charge in e.
Element x y z (Å)
N 0.61200 -2.09772 -0.04252  -0.497
N -0.15172 -1.00490 0.25121  0.024
C -1.38326 -0.75932 -0.03160  -0.263
C -2.29626 0.10059 -0.01584  0.678
O -3.38232 0.60209 -0.02460  -0.449
H 0.66147 -2.49964 -0.97088  0.272
H 1.54848 -1.99051 0.34883  0.265
C 1.14655 0.75608 0.20093  -0.457
C 0.30120 1.78795 -0.04060  -0.597
H 1.72917 0.14829 -0.42806  0.258
H 1.50731 0.41197 1.13963  0.277
H -0.24785 2.44665 0.73702  0.248
H -0.04476 2.09847 -1.12352  0.243

Results
- SMILES string: NN=C=C=O.C=C
- Total charge: 0
- Orbital gap: 7.21 eV

***

[4]
Entry from the Open Molecules 2025 dataset: a 2-piece molecular cluster, C4H6N2O overall (wB97M-V/def2-TZVPD).

Last column: Mulliken charge in e.
Element x y z (Å)
C -0.20095 -0.75724 0.44500  -0.371
C 0.59065 -1.40686 -0.52755  -0.335
N -0.06930 -1.59009 -1.66326  -0.767
N -1.27805 -1.06458 -1.42766  0.269
C -1.40751 -0.55059 -0.18294  -0.368
H 0.06098 -0.46332 1.45106  0.460
H 1.61460 -1.74991 -0.44639  0.448
H -1.96889 -1.08904 -2.16013  0.218
H -2.32520 -0.08943 0.15386  0.440
C 1.25345 2.19026 1.08428  -0.005
O 0.20020 2.20441 1.67007  -0.384
H 1.94936 3.05174 1.11288  0.261
H 1.58068 1.31467 0.49076  0.135

Results
- SMILES string: c1cn[nH]c1.C=O
- Total charge: 0
- Orbital gap: 10.27 eV

***

[5]
Entry from the Open Molecules 2025 dataset: a 2-piece molecular cluster, C4H6N2O overall (wB97M-V/def2-TZVPD).

Last column: Mulliken charge in e.
Element x y z (Å)
C -1.81192 0.38133 0.47414  -0.566
O -1.66193 0.09271 -0.92675  -0.261
C -0.52290 0.45129 -1.47338  0.226
N 0.39465 1.13916 -1.04365  0.396
N 1.56421 1.49151 -0.78221  -0.793
C 1.77121 -1.37595 0.32778  -0.348
C 1.22101 -2.33245 0.81023  -0.455
H -2.80202 0.02090 0.75429  0.237
H -1.03417 -0.13884 1.04133  0.231
H -1.74237 1.46276 0.63464  0.283
H 1.64010 2.49900 -0.96003  0.224
H 2.23262 -0.49787 -0.08891  0.466
H 0.75152 -3.19353 1.23252  0.362

Results
- Total charge: 0
- Orbital gap: 9.30 eV

***

[6]
Entry from the Open Molecules 2025 dataset: C4H6N2O as an isolated structure at a distorted geometry (wB97M-V/def2-TZVPD).

Last column: Mulliken charge in e.
Element x y z (Å)
C 0.52766 -0.85188 -0.30879  0.952
C 1.18261 0.02377 0.66583  0.221
C -0.79214 0.13709 0.56021  -0.541
C -1.49710 0.96496 -0.18627  -0.519
O 0.34554 -2.13072 0.18057  -0.531
N 0.68522 -0.72603 -1.60367  -0.861
N 1.83083 0.90856 1.15621  -0.458
H 0.18531 -2.65611 -0.61857  0.348
H 0.78863 0.22770 -1.93071  0.191
H 1.47925 1.74914 1.60188  0.309
H -1.09105 -0.21282 1.54357  0.369
H -1.20335 1.18950 -1.20741  0.234
H -2.44140 1.37682 0.14715  0.286

Results
- Total charge: 0
- Orbital gap: 8.16 eV

***

[7]
Entry from the Open Molecules 2025 dataset: one molecule with the formula C4H6N2O at a distorted geometry (wB97M-V/def2-TZVPD).

Last column: Mulliken charge in e.
Element x y z (Å)
C 1.50198 -0.15080 0.63593  -0.927
C 1.02814 0.56710 -2.14557  -0.155
N -0.00757 0.04815 -1.91826  -0.098
C -1.04887 -0.30767 -1.08234  -0.659
C -0.90532 0.09942 0.19996  0.684
O -1.87078 0.04183 1.15227  -0.501
N 0.28139 0.66309 0.62400  -0.302
H 1.45150 -0.96052 -0.09854  0.356
H 1.63706 -0.59539 1.62417  0.318
H 2.38652 0.44354 0.38369  0.313
H -1.89209 -0.83418 -1.50860  0.353
H -2.72120 -0.20238 0.75961  0.327
H 0.16857 1.25474 1.43522  0.291

Results
- Total charge: 0
- Orbital gap: 9.05 eV

***

[8]
Entry from the Open Molecules 2025 dataset: one molecule with the formula C4H6N2O (wB97M-V/def2-TZVPD).

Last column: Mulliken charge in e.
Element x y z (Å)
N -1.88682 0.62577 -0.04375  -0.630
C -0.48704 0.34517 -0.00057  0.898
C 0.68047 1.16669 0.14629  -0.540
C 1.76658 0.33552 0.13974  -0.665
N 1.31342 -0.96625 0.00325  0.002
C -0.04145 -0.94770 -0.09038  -0.301
O -0.75053 -2.08562 -0.23913  -0.585
H -2.12014 1.27711 -0.78643  0.259
H -2.21399 1.02609 0.82991  0.250
H 0.70745 2.24663 0.24077  0.389
H 2.82284 0.54169 0.23411  0.396
H 1.88163 -1.78409 -0.13169  0.210
H -1.67241 -1.78100 -0.30213  0.318

Results
- SMILES string: Nc1cc[nH]c1O
- Total charge: 0
- Orbital gap: 8.55 eV

***

[9]
Entry from the Open Molecules 2025 dataset: C4H6N2O as an isolated structure (wB97M-V/def2-TZVPD).

Last column: Mulliken charge in e.
Element x y z (Å)
C 1.72614 -0.89985 0.38473  -1.111
C 0.42398 -0.23757 0.06768  0.580
C -0.58562 -0.63199 -0.78014  -0.677
C -1.58573 0.37533 -0.63112  0.360
O -2.63410 0.85736 -1.19964  -0.714
N -1.22137 1.22692 0.33267  -0.476
N 0.08981 0.95505 0.65766  -0.023
H 1.68338 -1.40113 1.35915  0.273
H 2.54136 -0.16922 0.40767  0.328
H 1.95670 -1.65175 -0.37409  0.303
H -0.57736 -1.47083 -1.46161  0.353
H -2.15737 1.83266 -0.29449  0.535
H 0.40148 1.21401 1.58419  0.269

Results
- Total charge: 0
- Orbital gap: 9.35 eV

***

[10]
Entry from the Open Molecules 2025 dataset: one molecule with the formula C4H6N2O at a distorted geometry (wB97M-V/def2-TZVPD).

Last column: Mulliken charge in e.
Element x y z (Å)
C 0.48105 1.66077 -0.41958  -0.944
N 1.76812 -0.82115 0.20890  -0.707
C 0.36428 0.23534 -0.89229  0.579
N -1.77428 -1.20428 1.09599  -0.302
C 0.47742 -0.84160 0.23432  0.505
C -0.59487 -1.52009 0.65864  -0.262
O -0.00557 -0.10281 -1.99238  -0.561
H 2.33070 -1.09013 -0.59554  0.279
H -2.60065 -1.51986 0.60072  0.251
H -1.94300 -0.84304 2.03030  0.237
H -0.50265 2.00239 -0.09535  0.266
H 1.17732 1.75789 0.40987  0.346
H 0.82212 2.28658 -1.24360  0.313

Results
- Total charge: 0
- Orbital gap (spin up / spin down): 7.28 / 7.28 eV

***

[11]
Entry from the Open Molecules 2025 dataset: one molecule with the formula C4H6N2O (wB97M-V/def2-TZVPD).

Last column: Mulliken charge in e.
Element x y z (Å)
H 2.20777 -1.47923 1.89175  0.213
N 1.56136 -1.10387 1.20810  -0.512
C 2.13367 -0.48907 0.25953  0.008
N 1.30345 -0.01935 -0.78643  -0.457
C 0.49053 1.25634 -0.52812  -0.262
C -0.05931 0.12476 -0.27689  0.454
O -1.07937 -0.64599 0.01801  -0.340
C -2.33473 0.00224 -0.21014  -0.684
H 3.21623 -0.36336 0.12555  0.369
H 0.51153 2.26221 -0.89683  0.363
H -2.41654 0.91989 0.38241  0.300
H -3.11181 -0.70223 0.08759  0.229
H -2.42279 0.23768 -1.27451  0.319

Results
- SMILES string: [H]/N=C/N1C=C1OC
- Total charge: 0
- Orbital gap: 9.22 eV

***

[12]
Entry from the Open Molecules 2025 dataset: one molecule with the formula C4H6N2O2 at a distorted geometry (wB97M-V/def2-TZVPD).

Last column: Mulliken charge in e.
Element x y z (Å)
H 2.90809 1.24122 -0.36316  0.253
N 2.62902 0.20722 -0.42790  -0.673
C 1.44947 0.09012 -0.16137  0.245
C 0.38997 1.17189 0.09591  -0.635
C -0.66530 0.27787 0.65765  0.234
C -1.99403 0.61305 -0.10626  -0.133
O -2.49663 -0.43597 -0.62420  -0.470
O -0.34080 -1.00257 0.38720  -0.208
N 1.05374 -1.13607 0.20552  -0.276
H 0.06278 1.50053 -0.82693  0.385
H 0.73988 1.97319 0.91618  0.316
H -0.68757 0.32743 1.76882  0.335
H -2.60524 1.73008 -0.12124  0.259
H 1.42150 -1.67983 -0.83656  0.368

Results
- SMILES string: [H]/N=C1\C[C@@H](C=O)ON1
- Total charge: 0
- Orbital gap: 9.58 eV

***

[13]
Entry from the Open Molecules 2025 dataset: a 2-piece molecular cluster, C4H6N2O2 overall at a distorted geometry (wB97M-V/def2-TZVPD).

Last column: Mulliken charge in e.
Element x y z (Å)
C -0.78401 1.31456 0.35971  -0.337
C 0.41511 0.61914 1.24087  -0.030
C 1.16254 -0.61597 -0.28902  -0.388
C -0.78512 -0.26920 0.87791  -0.260
H 0.97880 1.00891 -1.14867  0.464
H -1.49872 1.91454 0.78215  0.449
H 0.76808 0.85820 2.34045  0.335
H 1.66806 -0.94462 -1.17191  0.486
H -0.95027 -2.55356 -0.96972  0.355
H -1.42934 -0.79934 1.63399  0.368
N 1.60632 0.28225 0.44906  -0.547
N -0.14180 -1.06646 -0.09154  0.136
O -0.30127 1.57950 -1.00748  -0.637
O -0.92866 -1.61523 -1.13073  -0.393

Results
- Total charge: 0
- Orbital gap: 9.07 eV

***

[14]
Entry from the Open Molecules 2025 dataset: one molecule with the formula C4H6N2O2 at a distorted geometry (wB97M-V/def2-TZVPD).

Last column: Mulliken charge in e.
Element x y z (Å)
C -1.33654 -1.16949 0.22580  0.109
N -1.24899 0.18925 0.70548  -0.173
C -0.09535 0.89934 0.37252  0.167
C 0.66045 0.12783 -0.65229  0.710
C 1.82299 0.45271 -1.19347  -0.895
O 0.02155 -1.08548 -0.89188  -0.541
O -0.83194 -2.15125 0.87733  -0.672
N 0.32687 2.00771 0.82108  -0.649
H 0.19229 -1.90263 -0.08567  0.445
H -1.62396 0.32619 1.63414  0.284
H -2.16510 -1.32972 -0.46986  0.346
H -0.29569 2.42330 1.51069  0.215
H 2.32139 -0.20365 -1.89152  0.303
H 2.25201 1.41590 -0.96236  0.351

Results
- Total charge: 0
- Orbital gap: 10.16 eV

***

[15]
Entry from the Open Molecules 2025 dataset: one molecule with the formula C4H6N2O2 at a distorted geometry (wB97M-V/def2-TZVPD).

Last column: Mulliken charge in e.
Element x y z (Å)
C 0.41852 1.76204 0.34020  -0.769
N 0.10650 0.43776 -0.32353  0.071
C 1.18595 -0.44902 -0.29189  0.497
O 2.34587 -0.07259 -0.43935  -0.629
C 0.57317 -1.71032 0.01330  -0.404
C -0.69989 -1.50579 0.19915  -0.253
N -1.02962 -0.08145 0.24664  0.038
O -2.12713 0.31093 -0.48945  -0.415
H 0.06841 1.56756 1.46621  0.321
H -0.07823 2.69287 -0.46025  0.259
H 1.70154 1.85583 0.47178  0.251
H 0.94222 -2.69285 0.45168  0.302
H -1.54305 -2.21901 0.17625  0.378
H -1.86425 0.10405 -1.36073  0.353

Results
- SMILES string: Cn1c(=O)ccn1O
- Total charge: 0
- Orbital gap: 9.87 eV

***

[16]
Entry from the Open Molecules 2025 dataset: one molecule with the formula C4H6N2O2 (wB97M-V/def2-TZVPD).

Last column: Mulliken charge in e.
Element x y z (Å)
C 0.04971 0.55931 0.47174  0.460
C 1.31131 0.22127 -0.14520  0.100
N -0.60113 1.68749 0.16621  -0.362
C -0.68051 -0.71908 0.48868  -0.203
C 0.36411 -1.20113 -0.73373  0.111
O -2.06147 -0.53066 0.30655  -0.556
N 2.51878 0.52094 -0.20005  -0.607
O 0.97899 -2.27475 -0.57568  -0.660
H -2.45859 -1.33426 -0.04670  0.329
H -1.61059 1.70886 0.24086  0.239
H -0.09577 2.49951 -0.15348  0.234
H 2.83561 1.14375 0.54662  0.262
H -0.44326 -1.37917 1.32377  0.307
H -0.10719 -0.90206 -1.68956  0.346

Results
- Total charge: 0
- Orbital gap (spin up / spin down): 7.29 / 7.29 eV

***

[17]
Entry from the Open Molecules 2025 dataset: one molecule with the formula C4H6N2O2 at a distorted geometry (wB97M-V/def2-TZVPD).

Last column: Mulliken charge in e.
Element x y z (Å)
C 1.83885 0.32863 0.70962  -1.176
C 0.47479 -0.00227 0.24719  0.578
C 0.01011 -0.61161 -0.81887  0.182
O 0.55988 -1.23254 -1.85462  -0.473
N -1.53248 -0.28373 -0.80240  -0.354
N -1.95397 -0.01093 0.52404  -0.243
C -0.78478 0.70798 0.76990  0.286
O -0.69430 1.60096 1.60421  -0.570
H 2.00961 -0.09709 1.70255  0.278
H 2.60421 -0.04615 0.02565  0.340
H 1.96050 1.41400 0.76522  0.293
H -0.12840 -1.42436 -2.51408  0.354
H -1.95342 0.31943 -1.50845  0.248
H -2.41060 -0.66233 1.15005  0.256

Results
- SMILES string: Cc1c(O)[nH][nH]c1=O
- Total charge: 0
- Orbital gap: 9.18 eV

***

[18]
Entry from the Open Molecules 2025 dataset: one molecule with the formula C4H6N2O2 at a distorted geometry (wB97M-V/def2-TZVPD).

Last column: Mulliken charge in e.
Element x y z (Å)
O 0.19492 2.12684 1.91442  -0.551
C -0.09574 1.18469 1.10276  -0.011
N 0.50287 0.71517 -0.03742  0.298
C 1.33749 1.67577 -0.71743  0.189
O 2.32938 1.05670 -1.43787  -0.513
N -0.00183 -0.54275 -0.51469  -0.201
C -1.30292 -1.07395 -0.66941  -0.361
C -0.01733 -1.80112 0.06830  -0.364
H -0.87894 0.47184 1.48383  0.257
H 0.97885 2.77670 -0.45672  0.263
H -1.96182 -0.74615 0.10201  0.287
H -1.57358 -1.35825 -1.70695  0.223
H -0.16065 -1.73882 1.09332  0.302
H 0.64930 -2.74667 -0.22414  0.182

Results
- SMILES string: O=CN(C=O)N1CC1
- Total charge: 0
- Orbital gap: 9.57 eV